Entry 1:
# C8H18NO

The ion C8H18NO with charge +1 (wB97M-V/def2-TZVPD, the Open Molecules 2025 dataset).

Atoms and positions in Å:
C  2.54625  -0.72496  0.19773
N  1.07933  -0.56897  0.40474
C  0.39400  -1.85361  -0.24537
O  -0.92192  -1.53759  -0.56496
C  -1.30077  -0.29542  0.02058
C  -1.74384  -0.38736  1.43152
C  -2.36513  0.41316  -0.76482
C  0.18748  0.57455  -0.13886
C  0.38821  1.73026  0.73503
C  0.61050  0.82255  -1.55246
H  2.85974  -1.04835  -0.75916
H  3.21494  0.13072  0.45926
H  2.71078  -1.65137  0.79531
H  1.04175  -0.68874  1.44497
H  0.91057  -1.98610  -1.24719
H  0.51207  -2.68323  0.35986
H  -2.80252  -0.73467  1.53001
H  -1.83711  0.59528  1.93415
H  -1.04219  -0.95300  2.07149
H  -3.28125  -0.10178  -0.89239
H  -2.11219  0.56724  -1.75989
H  -2.51015  1.42606  -0.36136
H  1.50256  1.86418  1.01914
H  -0.20437  1.69571  1.58096
H  0.18382  2.71562  0.35735
H  0.12106  1.75717  -1.90625
H  0.14097  0.15013  -2.31366
H  1.71743  0.77252  -1.83573

Its SMILES is C[N@@H+]1COC(C)(C)C1(C)C. As for the energy above the lowest of the compared OMol25 structures with the same formula, charge and spin: 24.6 kcal per mole. The calculation puts the lowest unoccupied orbital energy at -2.88 eV. As for the net charge: +1. The value obtained for the gap between HOMO and LUMO is 11.50 eV. The highest occupied orbital energy comes out at -14.37 eV.

=====

Entry 2:
# C25H21ClN2O2Tl

A structure of composition C25H21ClN2O2Tl (wB97M-V/def2-TZVPD, the Open Molecules 2025 dataset).

Atoms and positions in Å:
C  -2.28687  -0.94178  -0.07201
C  -1.71857  -1.10846  -1.37480
C  -1.53514  0.17306  -1.94869
H  -1.51260  -2.05782  -1.85597
C  -1.93484  1.15445  -1.00519
C  -2.41232  0.48795  0.16513
H  -2.93729  0.93441  1.00764
H  -2.65015  -1.72851  0.58579
H  -1.13450  0.36785  -2.94523
H  -1.90351  2.23084  -1.15272
Tl  -0.10901  -0.28496  0.57624
Cl  0.42963  -2.54360  1.20295
C  2.33165  0.13310  0.30052
C  1.99877  1.37391  -0.33630
C  1.61290  1.08774  -1.67898
H  2.11851  2.36555  0.09418
C  1.71204  -0.29938  -1.89113
C  2.16194  -0.90606  -0.68812
H  2.40342  -1.95828  -0.55162
H  2.84169  0.01173  1.25425
H  1.26928  1.83167  -2.39744
H  1.45333  -0.84414  -2.79618
O  0.15513  3.18032  1.36271
C  0.00579  2.40513  2.29419
N  -0.12706  2.72784  3.66059
C  -0.22092  1.56041  4.53084
C  -0.40620  0.45782  3.47068
O  -0.82358  -0.70920  3.66238
N  -0.08962  1.01483  2.26012
C  1.10406  1.31940  5.26106
C  1.91777  0.20810  5.02617
C  3.06954  0.01327  5.81105
C  3.40163  0.93530  6.81749
C  2.58025  2.06472  7.02133
C  1.44128  2.24001  6.23494
C  -1.48490  1.57234  5.31228
C  -1.48852  1.10671  6.61258
C  -2.69698  1.00705  7.30927
C  -3.90574  1.32978  6.67248
C  -3.89310  1.74454  5.32232
C  -2.67433  1.85445  4.64624
H  0.05646  3.67111  3.91544
H  1.63784  -0.52410  4.26375
H  3.68405  -0.87498  5.63605
H  4.28762  0.78574  7.44451
H  2.80231  2.80171  7.79054
H  0.77765  3.09356  6.39030
H  -0.53837  0.81664  7.05334
H  -2.68325  0.68169  8.34846
H  -4.86269  1.26836  7.20684
H  -4.81336  1.98646  4.78676
H  -2.65692  2.13840  3.58996

The calculation puts the lowest unoccupied orbital energy at 2.57 eV. As for the net charge: -1. The value obtained for the gap between HOMO and LUMO is 6.72 eV. The highest occupied orbital energy comes out at -4.15 eV.

=====

> Which of these has the highest net charge?

C8H18NO

=====

> Which of these has the highest highest occupied orbital energy?

C25H21ClN2O2Tl